(1)
The following is a DFT calculation (ωB97M-V/def2-TZVPD) of a structure of composition C11H22N6O5Sm at a distorted geometry.

The largest force on an atom comes out at 6.1 eV/Å. The expectation value of S² is 8.760. The LUMO energy (alpha / beta) comes out at -3.572 / -3.566 eV. The energy above the lowest of the compared OMol25 structures with the same formula, charge and spin comes out at 170.2 kJ/mol. The orbital gap (alpha / beta) is 0.204 / 0.205 Eh. The total energy is -1794.7680 Eh. As for the multiplicity: 6. Its total charge is +1.

Structure (XYZ):
```
45
Properties=species:S:1:pos:R:3:lowdin_charge:R:1
O -0.8072 3.0447 0.1133 -0.454
H 0.1663 3.3124 -0.4978 -0.079
Sm -0.6818 0.5581 0.1154 1.830
N -1.6205 -0.3913 -2.1458 -0.141
N 0.6522 -0.9215 -1.2995 -0.122
O -2.9104 -0.2852 -2.3711 -0.172
O 2.0083 -1.2086 -0.8427 -0.087
C -0.8990 -1.1447 -3.0040 -0.289
C 0.4048 -1.4441 -2.5138 -0.243
C -1.4354 -1.6795 -4.2727 -0.022
C 1.3527 -2.3449 -3.2279 0.005
H -2.3648 -1.1772 -4.5276 0.082
H -1.6187 -2.7567 -4.2010 0.095
H -0.7078 -1.5310 -5.0743 0.092
H 2.1750 -2.6759 -2.5787 0.084
H 1.8027 -1.8781 -4.1215 0.115
H 0.7967 -3.2267 -3.5876 0.099
H -3.1755 0.7682 -1.1852 0.037
H 1.9139 -1.3988 0.1148 0.054
O -2.3316 -1.0060 0.6708 -0.133
H -3.0177 -1.2676 0.0245 0.098
H -2.1156 -1.7893 1.2058 0.082
C 0.8602 2.8195 -1.4829 -0.170
H 1.1541 3.8020 -1.9340 0.021
H 0.3511 2.0451 -2.1423 -0.010
H 1.5850 2.2939 -0.7917 -0.011
O -2.8035 1.3761 -0.4315 -0.235
H -1.0829 3.7090 0.8704 0.072
H -2.7719 2.3272 -0.7117 0.087
N 1.2930 1.4645 4.1062 0.124
C 1.2636 2.8487 3.8991 -0.012
C 0.6624 3.0336 2.6725 -0.059
N 0.3220 1.7845 2.1344 0.005
C 0.7335 0.8722 3.0192 -0.280
C 0.7287 -0.5368 2.7883 -0.266
N 0.3547 -1.1352 1.6444 -0.052
C 0.5589 -2.5142 1.8345 -0.086
C 1.0769 -2.7071 3.0909 -0.023
N 1.1608 -1.4462 3.6778 0.137
H 1.6936 0.9990 4.9138 0.164
H 1.6543 3.5434 4.6115 0.122
H 0.4720 3.9505 2.1427 0.110
H 0.2917 -3.2355 1.0640 0.132
H 1.3737 -3.6031 3.6099 0.128
H 1.4815 -1.2471 4.6208 0.172
```

***

(2)
The following is a DFT calculation (ωB97M-V/def2-TZVPD) of a structure of composition C33H50Cl3GeNO3RbS3SeSi at a distorted geometry.

The largest force on an atom comes out at 1.3 eV/Å. The expectation value of S² is 0.751. The LUMO energy (alpha / beta) comes out at 3.632 / 3.622 eV. The energy above the lowest of the compared OMol25 structures with the same formula, charge and spin comes out at 68.2 kJ/mol. The orbital gap (alpha / beta) is 0.232 / 0.238 Eh. The total energy is -8935.2791 Eh. As for the multiplicity: 2. Its total charge is -2.

Structure (XYZ):
```
97
Properties=species:S:1:pos:R:3:lowdin_charge:R:1
Rb 0.0779 -0.5026 -0.0272 0.618
C -1.2084 5.6618 -0.6429 -0.553
C 0.1118 5.0364 -0.1998 -0.543
S 0.1336 3.2584 0.1097 0.857
C -0.9838 3.0956 1.5222 -0.527
C -2.4728 3.0037 1.2091 -0.553
S -2.9703 1.7280 0.0251 0.857
C -2.6280 2.4430 -1.6117 -0.576
C -3.1228 3.8731 -1.8373 -0.521
S -1.8514 5.1114 -2.2468 0.851
H -1.0514 6.7389 -0.7502 0.059
H -1.9810 5.5350 0.1132 0.054
H 0.4650 5.5486 0.7010 0.071
H 0.8614 5.1858 -0.9791 0.065
H -0.7881 3.9167 2.2198 0.087
H -0.6720 2.1784 2.0230 -0.018
H -2.8948 3.9592 0.9002 0.038
H -2.9828 2.7084 2.1283 0.034
H -3.1374 1.7580 -2.2911 0.047
H -1.5701 2.3628 -1.8312 -0.012
H -3.7129 4.2501 -1.0009 0.056
H -3.7693 3.8985 -2.7153 0.061
O -2.2307 -1.6521 0.6577 -0.180
C -2.1683 -3.0479 0.3582 -0.342
C -0.6309 -3.4477 0.3311 -0.694
O -0.3429 -4.3910 -0.4145 0.012
O 0.1027 -2.7827 1.0950 -0.247
C -2.7815 -3.8878 1.4649 -0.147
C -2.7566 -5.2797 1.3577 -0.028
C -3.3010 -6.0729 2.3523 -0.089
C -3.8769 -5.4924 3.4782 -0.114
C -3.8908 -4.1128 3.5971 -0.084
C -3.3445 -3.3143 2.5973 -0.039
C -2.8542 -3.2451 -0.9902 -0.123
C -2.2650 -2.7048 -2.1335 -0.009
C -2.9252 -2.7097 -3.3493 -0.063
C -4.1887 -3.2811 -3.4540 -0.104
C -4.7804 -3.8330 -2.3302 -0.100
C -4.1211 -3.8061 -1.1051 -0.029
H -3.1489 -1.3909 0.7995 0.088
H -2.2843 -5.7210 0.4888 0.122
H -3.2695 -7.1518 2.2559 0.093
H -4.2971 -6.1137 4.2601 0.087
H -4.3129 -3.6448 4.4781 0.099
H -3.3369 -2.2398 2.7305 0.058
H -1.2800 -2.2586 -2.0896 0.096
H -2.4601 -2.2458 -4.2101 0.097
H -4.7083 -3.2823 -4.4045 0.091
H -5.7676 -4.2758 -2.3958 0.089
H -4.6070 -4.2234 -0.2322 0.109
Cl 0.1064 -0.6157 5.8958 -0.241
Ge -0.5477 -1.2019 3.7288 0.184
Cl 1.0358 0.2386 2.6837 -0.104
Cl -2.3405 0.3230 3.6031 -0.103
C 5.5370 -0.1826 -2.2786 -0.100
C 4.0910 -0.3707 -1.7937 -0.630
C 3.6727 -1.8174 -2.0860 -0.101
C 3.1681 0.5189 -2.6420 -0.103
Si 3.8885 0.0434 0.0965 0.957
C 4.5972 1.7929 0.5627 -0.627
C 6.1229 1.7768 0.7366 -0.101
C 4.2483 2.8396 -0.5011 -0.114
C 3.9440 2.2799 1.8654 -0.119
C 4.5294 -1.3740 1.2582 -0.625
C 3.5362 -2.5476 1.2269 -0.098
C 4.6049 -0.9210 2.7218 -0.117
C 5.9216 -1.8786 0.8473 -0.103
H 5.6036 -0.4640 -3.3374 0.081
H 6.2439 -0.8034 -1.7248 0.062
H 5.8623 0.8544 -2.1972 0.058
H 3.7065 -1.9844 -3.1690 0.086
H 2.6522 -2.0244 -1.7578 0.083
H 4.3310 -2.5487 -1.6198 0.061
H 3.2656 0.2349 -3.6966 0.089
H 3.4108 1.5757 -2.5656 0.054
H 2.1153 0.4014 -2.3831 0.039
H 6.6362 1.4622 -0.1743 0.064
H 6.4360 1.1162 1.5440 0.056
H 6.4734 2.7877 0.9836 0.079
H 4.7458 2.6537 -1.4520 0.059
H 4.5722 3.8269 -0.1482 0.082
H 3.1720 2.8867 -0.6751 0.060
H 4.1350 1.6223 2.7089 0.053
H 2.8623 2.3638 1.7549 0.039
H 4.3396 3.2732 2.1161 0.081
H 2.5400 -2.2532 1.5578 0.049
H 3.8893 -3.3329 1.9067 0.088
H 3.4294 -2.9951 0.2422 0.062
H 3.6405 -0.5621 3.0798 0.033
H 5.3546 -0.1469 2.8868 0.058
H 4.8851 -1.7830 3.3394 0.084
H 5.9224 -2.3200 -0.1489 0.056
H 6.2417 -2.6585 1.5500 0.080
H 6.6725 -1.0854 0.8678 0.065
Se -1.8110 1.2851 -5.1830 0.338
C -0.9294 0.7354 -3.7104 -1.004
N -0.3936 0.3696 -2.7450 -0.050
```

***

(3)
The following is a DFT calculation (ωB97M-V/def2-TZVPD) of a cluster of 2 separate species, C6H9N5O2 in total at a distorted geometry.

The largest force on an atom comes out at 3.6 eV/Å. The LUMO energy (alpha / beta) comes out at -0.393 / -0.398 eV. The energy above the lowest of the compared OMol25 structures with the same formula, charge and spin comes out at 438.8 kJ/mol. The orbital gap (alpha / beta) is 0.263 / 0.263 Eh. The total energy is -658.0919 Eh. Its total charge is 0.

Structure (XYZ):
```
22
Properties=species:S:1:pos:R:3:lowdin_charge:R:1
C 1.3365 -2.2851 0.9027 -0.094
C -0.4086 -1.3146 -0.0054 -0.105
C 0.7958 -0.9761 -0.6715 -0.307
C -1.7457 -0.7981 -0.0621 -0.399
C -1.1635 0.5863 -1.9325 0.166
C -3.4485 0.6186 -0.9880 -0.023
N 1.8153 -1.5822 -0.1351 0.136
N -0.0338 -2.2068 0.9793 0.149
N 0.9259 0.1555 -1.4478 -0.080
N -2.0032 0.2272 -0.9613 -0.134
N 3.9258 0.5811 0.9274 0.006
O 1.6921 0.3335 -2.3612 0.004
O -2.5599 -1.1917 0.7698 0.044
H 1.9378 -2.8682 1.5754 0.122
H -1.3879 1.5466 -2.4736 0.082
H -3.5284 1.7384 -0.9358 0.105
H -3.9849 0.0308 -1.7999 0.115
H -3.9066 0.2049 -0.0164 0.099
H -0.6371 -2.3518 1.7195 0.126
H 4.3700 1.3543 1.3543 -0.024
H 4.2742 -0.2848 1.3232 -0.004
H 2.8799 0.6573 1.0375 0.017
```

***

(4)
The following is a DFT calculation (ωB97M-V/def2-TZVPD) of a cluster of 2 separate species, C7H17NO in total at a distorted geometry.

The largest force on an atom comes out at 2.9 eV/Å. The LUMO energy comes out at 0.874 eV. The energy above the lowest of the compared OMol25 structures with the same formula, charge and spin comes out at 192.3 kJ/mol. The orbital gap is 0.360 Eh. The total energy is -406.8571 Eh. Its total charge is 0.

Structure (XYZ):
```
26
Properties=species:S:1:pos:R:3:lowdin_charge:R:1
C 2.9984 0.5961 1.5350 -0.075
C 1.8785 1.1791 0.6728 -0.217
N 1.0693 0.1509 0.0554 -0.132
C -0.1038 -0.3967 0.6627 -0.063
C 1.3248 -0.3646 -1.2365 -0.481
C 2.1463 0.5445 -2.1028 -0.014
O 0.7526 -1.3518 -1.6223 0.063
H 3.0444 -0.4936 1.5589 0.079
H 3.1217 0.7978 2.6108 0.069
H 3.9223 0.9876 1.1468 0.057
H 1.2608 1.9706 1.0781 0.120
H 2.4575 1.6734 -0.1042 0.084
H -1.0669 0.1287 0.3618 0.075
H -0.2068 -1.4114 0.3011 0.078
H -0.0950 -0.4650 1.7537 0.095
H 1.5840 1.4714 -2.2774 0.097
H 3.1627 0.8956 -1.9490 0.078
H 2.1869 0.0591 -3.0838 0.085
C -3.2260 -0.7523 -0.5754 -0.153
C -4.1432 -0.7019 0.6987 -0.144
H -3.7465 -0.8200 -1.5311 0.063
H -2.6072 0.0902 -0.3503 0.016
H -2.7061 -1.7072 -0.6580 0.065
H -4.2980 -1.6888 1.1261 0.055
H -5.1160 -0.2967 0.5132 0.046
H -3.5951 -0.0950 1.4159 0.053
```

***

(5)
The following is a DFT calculation (ωB97M-V/def2-TZVPD) of a cluster of 2 separate species, C17H24IN4O2S in total at a distorted geometry.

The largest force on an atom comes out at 3.2 eV/Å. The LUMO energy comes out at -3.831 eV. The orbital gap is 0.277 Eh. The total energy is -1727.4300 Eh. Its total charge is +1.

Structure (XYZ):
```
49
Properties=species:S:1:pos:R:3:lowdin_charge:R:1
O -1.3168 2.3415 0.1541 -0.010
O 0.1022 -0.7178 -2.6339 0.050
I -0.0712 -3.1113 7.3685 0.781
S -2.0895 -2.3204 1.9999 1.111
C -0.7790 2.3341 -0.9490 -0.504
C 0.4412 0.3078 -3.2137 -0.475
C -1.8648 -1.0699 3.2268 -0.419
C -1.3624 -1.5910 4.4047 -0.026
C -2.1659 0.3248 2.9465 -0.357
C -0.8349 -5.7643 3.8002 -0.045
C -0.4886 -5.2487 5.0569 -0.122
C -1.3359 -4.9112 2.8105 -0.065
C -0.6376 -3.8829 5.3356 -0.510
C -1.4837 -3.5506 3.0913 -0.454
C -1.1381 -3.0317 4.3370 -0.301
N -2.7838 0.6546 1.7660 0.190
N 0.2342 0.4157 -4.5300 0.039
N 0.3510 1.6568 -1.1456 0.131
N -1.8451 1.2716 3.7700 0.230
C -1.4039 3.1020 -2.0957 0.026
C 0.4853 1.5731 -5.3898 -0.054
C 3.4172 1.0641 -3.4038 -0.060
C 3.1984 2.2736 -1.2586 -0.063
C 2.5730 1.1701 -2.1275 -0.364
C 1.0812 1.4592 -2.4143 -0.198
H -1.1454 -1.0088 5.2961 0.086
H -0.7163 -6.8253 3.5939 0.119
H -0.1003 -5.9118 5.8252 0.101
H -1.6066 -5.3007 1.8328 0.117
H -2.9151 -0.1086 1.1074 0.086
H -2.5406 1.5631 1.3594 0.085
H -0.1739 -0.4027 -4.9592 0.150
H 0.7021 1.1535 -0.3469 0.153
H -1.3613 1.0602 4.6379 0.139
H -2.0496 2.2441 3.5508 0.157
H -0.7032 3.8543 -2.4528 0.090
H -1.6585 2.4168 -2.9019 0.085
H -2.3075 3.5977 -1.7436 0.091
H -0.0780 2.4388 -5.0374 0.077
H 1.5489 1.8142 -5.4098 0.071
H 0.1658 1.3465 -6.4087 0.095
H 3.3764 1.9972 -3.9658 0.082
H 3.0646 0.2425 -4.0268 0.082
H 4.4551 0.8574 -3.1397 0.087
H 2.7224 2.3116 -0.2793 0.069
H 3.0944 3.2421 -1.7495 0.089
H 4.2582 2.0670 -1.1036 0.085
H 2.6514 0.2268 -1.5861 0.143
H 1.0345 2.3749 -2.9986 0.131
```

***

- Among the records above, which one has the highest largest force on an atom?
  C11H22N6O5Sm